# 1
{"formula": "C45H41Br2ClF5LaN14O4PS2", "method": "the ωB97M-V functional and the def2-TZVPD basis", "symbols": ["La", "N", "C", "C", "C", "C", "C", "C", "S", "O", "O", "N", "C", "N", "C", "C", "C", "N", "H", "H", "H", "H", "H", "H", "H", "H", "H", "Br", "C", "C", "C", "N", "C", "C", "C", "C", "C", "Br", "C", "C", "N", "H", "H", "H", "H", "H", "H", "Cl", "C", "C", "O", "O", "H", "H", "F", "C", "C", "F", "C", "F", "C", "S", "C", "F", "C", "F", "C", "N", "C", "N", "C", "N", "C", "P", "C", "C", "H", "H", "H", "H", "H", "H", "H", "H", "H", "H", "H", "H", "H", "C", "C", "N", "C", "C", "N", "C", "N", "N", "N", "C", "C", "C", "C", "C", "C", "H", "H", "H", "H", "H", "H", "H", "H", "H", "H", "H"], "coordinates": [[-0.16988, -0.70805, 1.45764], [6.85422, 0.76831, -1.17865], [6.05170, -0.09547, -0.43848], [5.79840, -1.40029, -0.87847], [4.93021, -2.22158, -0.18085], [4.30136, -1.73950, 0.96305], [4.56069, -0.45162, 1.42290], [5.43235, 0.36340, 0.72908], [3.06125, -2.68010, 1.77183], [2.99683, -2.21068, 3.13060], [3.27883, -4.07658, 1.55877], [1.64475, -2.17436, 1.09161], [1.18058, -2.90692, 0.01381], [-0.15155, -2.88209, -0.12057], [-0.67100, -3.72058, -1.01228], [0.10076, -4.51047, -1.83385], [1.47457, -4.33342, -1.72466], [2.02455, -3.54034, -0.81590], [7.42196, 0.33994, -1.89059], [7.34986, 1.46886, -0.65216], [6.28281, -1.76044, -1.77986], [4.71305, -3.22818, -0.51732], [4.06579, -0.09185, 2.31794], [5.64347, 1.36858, 1.08608], [-1.75270, -3.76917, -1.03161], [-0.33795, -5.20765, -2.53394], [2.16343, -4.84498, -2.39155], [-3.71254, 5.17543, 3.43604], [-2.93688, 3.46334, 3.37672], [-3.67830, 2.37394, 2.97362], [-3.03217, 1.15181, 2.90468], [-1.75107, 0.96798, 3.22990], [-1.06941, 2.02229, 3.68120], [-1.61768, 3.29582, 3.74885], [0.30378, 1.73934, 4.18710], [0.91661, 2.61132, 5.07073], [2.11988, 2.24036, 5.64333], [2.98838, 3.41413, 6.82373], [2.65173, 1.00499, 5.36127], [1.98695, 0.21043, 4.44033], [0.85559, 0.56999, 3.82195], [-4.72069, 2.46843, 2.70361], [-3.56091, 0.27183, 2.56185], [-1.03558, 4.14771, 4.06892], [0.45802, 3.54873, 5.34711], [3.55951, 0.65245, 5.83122], [2.38992, -0.74928, 4.17408], [-2.04792, 2.61179, -2.78884], [-0.84487, 2.57776, -1.45562], [-0.89143, 1.29891, -0.62548], [-1.11669, 1.45696, 0.60536], [-0.64676, 0.18673, -1.15056], [-1.04783, 3.42776, -0.81781], [0.13352, 2.66268, -1.92290], [-3.12537, -4.02316, 7.23023], [-3.04284, -3.57091, 5.98517], [-1.87637, -2.99611, 5.52887], [-0.82446, -2.87676, 6.33744], [-1.82088, -2.54133, 4.23026], [-0.66134, -1.97614, 3.82386], [-2.87700, -2.61031, 3.34333], [-2.75737, -2.00227, 1.70423], [-4.03356, -3.19347, 3.84036], [-5.11146, -3.30395, 3.05566], [-4.12553, -3.66472, 5.13426], [-5.25920, -4.20662, 5.57170], [-5.00250, -2.02213, -3.92404], [-4.23594, -0.70152, -3.81703], [-5.15073, 0.32620, -3.12906], [-5.61072, -0.15609, -1.87680], [-6.30723, -1.43198, -2.03674], [-5.44800, -2.45074, -2.64528], [-4.34376, -2.84872, -1.74965], [-3.18821, -1.44958, -1.27846], [-2.95414, -0.88285, -3.04304], [-4.54434, -0.23540, -0.86265], [-4.33045, -2.75003, -4.37333], [-5.84775, -1.83869, -4.58519], [-4.01784, -0.35775, -4.75066], [-5.98366, 0.49157, -3.81018], [-4.56775, 1.23571, -3.01261], [-7.18350, -1.28125, -2.66884], [-6.63392, -1.78413, -1.06018], [-3.76709, -3.63725, -2.24083], [-4.76089, -3.27244, -0.83492], [-2.34498, -1.62645, -3.56268], [-2.40939, 0.05852, -3.04715], [-4.10514, 0.75363, -0.71499], [-4.97827, -0.55261, 0.08479], [2.60117, -0.13602, -1.43882], [2.48956, 1.00757, -0.49431], [1.73064, 1.05830, 0.59240], [1.91958, 2.31582, 1.14217], [2.79821, 3.01857, 0.39300], [3.14914, 2.18740, -0.65561], [4.17731, 2.52856, -1.63945], [3.76464, 2.23557, -2.98128], [4.37710, 1.24339, -3.69114], [3.87654, 1.20447, -4.86640], [2.91180, 2.20012, -4.96702], [2.10492, 2.57804, -6.04324], [1.24572, 3.63677, -5.84512], [1.18755, 4.31538, -4.60927], [1.98333, 3.95397, -3.54368], [2.84751, 2.87407, -3.75803], [2.39302, -1.05566, -0.91073], [3.59787, -0.21462, -1.86176], [1.87383, -0.03170, -2.24820], [1.40419, 2.63542, 2.03241], [3.20851, 4.01029, 0.50752], [5.10484, 1.99056, -1.45816], [4.34858, 3.59696, -1.54427], [2.17762, 2.06342, -6.99326], [0.60585, 3.96539, -6.65525], [0.50684, 5.15203, -4.50171], [1.94424, 4.48729, -2.59958]], "lowdin_charge": [1.97, 0.09, -0.33, -0.02, -0.05, -0.29, -0.06, -0.04, 0.62, -0.33, -0.27, -0.31, -0.53, 0.01, -0.14, -0.04, -0.09, 0.14, 0.10, 0.10, 0.12, 0.11, 0.11, 0.12, 0.07, 0.10, 0.12, 0.80, -0.67, -0.08, -0.14, 0.05, -0.22, -0.05, -0.23, -0.06, -0.67, 0.81, -0.07, -0.09, 0.05, 0.11, 0.05, 0.11, 0.10, 0.12, 0.07, 0.61, -0.44, -0.77, -0.18, -0.14, 0.08, 0.06, 0.14, -0.14, -0.14, 0.13, -0.23, -0.03, -0.52, 0.53, -0.24, 0.08, -0.14, 0.13, -0.12, -0.06, -0.11, -0.14, -0.15, -0.14, -0.30, 0.97, -0.26, -0.30, 0.14, 0.14, 0.18, 0.14, 0.10, 0.14, 0.14, 0.09, 0.09, 0.10, 0.02, 0.09, 0.08, 0.02, -0.33, 0.01, -0.12, -0.05, 0.00, -0.06, -0.06, 0.07, 0.09, -0.22, -0.01, -0.08, -0.08, -0.02, -0.18, 0.04, 0.06, 0.10, 0.09, 0.12, 0.09, 0.14, 0.12, 0.11, 0.11, 0.11], "largest_force_ev_per_a": 2.02, "relative_energy_kj_mol": 19.03, "energy_ev": -274395.0346, "total_charge": 1}

---

# 2
{"formula": "C3H10BORb", "method": "the ωB97M-V functional and the def2-TZVPD basis", "symbols": ["Rb", "B", "H", "H", "H", "H", "C", "C", "O", "C", "H", "H", "H", "H", "H", "H"], "coordinates": [[-1.02278, 1.57409, 1.20175], [-1.53373, -0.52233, 1.23239], [-2.23896, -0.01993, 0.58860], [-1.81845, -1.56247, 1.19649], [-0.50347, -0.46150, 0.91757], [-1.68490, -0.23729, 2.26202], [0.02527, -0.52833, -1.39234], [0.58000, 0.65927, -0.72881], [-0.08953, 1.65752, -0.55771], [1.90621, 0.51121, -0.12227], [-0.84669, -0.33992, -2.01866], [-0.11082, -1.25578, -0.59209], [0.74588, -0.93251, -2.10329], [2.65258, 0.46286, -0.91518], [1.92975, -0.38276, 0.50091], [2.00965, 1.37794, 0.53055]], "lowdin_charge": [1.48, -0.75, -0.09, -0.04, -0.12, -0.09, -0.03, -0.60, -0.34, 0.00, 0.11, 0.08, 0.09, 0.11, 0.11, 0.09], "largest_force_ev_per_a": 12.75, "relative_energy_kj_mol": 392.97, "energy_ev": -6645.6640, "total_charge": 0}

---

# 3
{"formula": "C8H13NS", "method": "the ωB97M-V functional and the def2-TZVPD basis", "symbols": ["C", "C", "N", "C", "C", "C", "C", "C", "S", "C", "H", "H", "H", "H", "H", "H", "H", "H", "H", "H", "H", "H", "H"], "coordinates": [[-3.13382, 1.28187, 0.11143], [-2.00226, 0.37591, -0.02726], [-0.78669, 0.72742, -0.24907], [0.13109, -0.28064, -0.42733], [1.40002, -0.18288, -1.54676], [1.58745, -0.05839, -0.07261], [1.91917, 1.28116, 0.52484], [2.28738, -1.21488, 0.63461], [-0.60846, -1.92444, -0.14107], [-2.22109, -1.14881, 0.06468], [-3.67722, 0.62593, 0.71160], [-3.54983, 1.46709, -0.82073], [-2.88322, 2.22614, 0.46606], [1.64734, 0.72663, -2.20169], [1.74277, -1.11122, -1.93304], [1.98536, 1.20208, 1.60387], [1.25796, 1.97816, 0.27765], [2.86668, 1.61041, 0.22418], [1.87558, -2.11912, 0.27476], [2.24339, -1.31968, 1.68406], [3.34297, -1.18826, 0.40688], [-2.55060, -1.37080, 1.04589], [-2.87395, -1.58367, -0.61096]], "lowdin_charge": [-0.01, -0.35, 0.12, -0.58, 0.01, -0.54, -0.03, -0.06, 0.95, -0.40, 0.07, 0.08, 0.08, 0.13, 0.08, 0.09, 0.02, 0.07, 0.02, 0.07, 0.09, 0.06, 0.05], "largest_force_ev_per_a": 4.29, "relative_energy_kj_mol": 104.59, "energy_ev": -20829.9903, "total_charge": 0}